80
Properties=species:S:1:pos:R:3:forces:R:3 method="wB97M-V/def2-TZVPD" orbital_gap_ev="4.79 / 6.33" s2=6.11 homo_ev="-12.8541 / -12.9283" multiplicity=5 total_charge=+2 de_lowest_ev=0.849
Mn -0.354561 -2.153438 0.621821 0.000 0.117 -0.088
I -1.012673 -5.045553 0.390344 0.000 -0.062 0.009
C -2.962499 -4.278293 0.010793 -0.010 -0.003 0.001
I -2.835775 -2.156337 -0.538667 0.055 -0.006 -0.002
H -3.527346 -4.374045 0.931455 -0.003 -0.002 -0.002
H -3.397547 -4.857608 -0.796692 -0.001 -0.002 0.001
S 5.251926 -1.956468 3.961207 -0.001 0.008 0.007
C 3.819109 -1.966231 2.990334 -0.009 -0.007 0.007
C 2.784045 -2.832215 3.380365 0.010 -0.002 0.000
C 1.621645 -2.867489 2.660975 -0.017 -0.014 -0.016
N 1.427354 -2.113157 1.556219 0.025 -0.032 0.029
C 2.416107 -1.283065 1.174109 -0.001 0.003 -0.009
C 3.605221 -1.179419 1.850992 0.009 0.007 -0.005
C 6.233163 -0.696719 3.176146 0.002 0.004 0.002
C 6.109987 0.627438 3.568807 -0.009 -0.012 0.003
C 6.908259 1.567925 2.929761 0.004 0.000 -0.003
N 7.778887 1.260105 1.973533 -0.001 0.001 0.002
C 7.901407 -0.017005 1.627436 0.002 -0.003 -0.005
C 7.152543 -1.039644 2.197419 0.004 0.006 -0.006
H 2.885332 -3.460690 4.254862 -0.001 0.002 0.001
H 0.802182 -3.506163 2.962427 0.008 0.004 0.004
H 2.226546 -0.681089 0.295677 0.003 0.001 0.002
H 4.356718 -0.487332 1.499195 -0.001 0.003 0.001
H 5.424263 0.921049 4.352113 -0.001 0.000 -0.004
H 6.845128 2.614195 3.204759 0.000 -0.001 0.000
H 8.633824 -0.239669 0.860446 0.001 0.000 -0.001
H 7.292724 -2.067657 1.892094 0.004 -0.001 0.000
C -5.123562 1.084719 0.170168 0.000 -0.001 0.003
C -4.344818 1.806565 -0.931060 -0.002 -0.002 0.003
C -4.940335 1.421558 -2.284887 0.003 -0.005 0.000
C -4.424795 3.316296 -0.726908 0.005 0.007 -0.007
Sb -2.292748 1.046369 -0.870054 -0.008 0.008 0.033
C -1.305096 1.695514 -2.714546 0.009 -0.013 0.001
C -1.687569 3.110920 -3.137315 -0.005 0.001 0.000
C -1.714809 0.692044 -3.793433 0.005 0.003 -0.009
C 0.207364 1.608277 -2.514892 0.002 -0.005 0.001
C -1.278743 2.071593 0.780606 -0.004 0.003 -0.007
C -2.164295 1.967251 2.021670 -0.002 0.000 -0.003
C -0.976878 3.535460 0.470481 0.002 0.002 0.005
C 0.024345 1.319079 1.051606 0.006 -0.011 -0.001
H -6.155885 1.446752 0.167667 -0.001 0.000 -0.003
H -4.717477 1.262564 1.165823 -0.007 0.003 -0.003
H -5.160271 0.005961 0.002477 0.003 -0.001 0.005
H -6.005213 1.672142 -2.285684 0.000 0.001 0.000
H -4.861515 0.348184 -2.480479 0.001 -0.002 -0.002
H -4.482329 1.958703 -3.114888 0.001 0.004 0.001
H -5.468648 3.628918 -0.830185 -0.001 -0.001 0.002
H -3.843801 3.872082 -1.462898 -0.004 -0.002 0.006
H -4.098894 3.615794 0.269088 0.004 -0.002 0.003
H -2.748021 3.202982 -3.368293 0.003 0.000 -0.001
H -1.135560 3.370979 -4.046409 0.001 0.002 0.000
H -1.436362 3.852672 -2.378925 0.001 -0.002 0.000
H -2.789740 0.681208 -3.974565 0.002 0.000 -0.002
H -1.408662 -0.324423 -3.524762 -0.006 0.004 0.004
H -1.222927 0.949209 -4.736663 -0.001 0.001 -0.001
H 0.580826 2.364854 -1.825302 -0.001 -0.001 0.000
H 0.704280 1.774481 -3.476073 0.000 -0.001 -0.002
H 0.515383 0.625429 -2.146034 0.002 0.001 -0.005
H -3.071697 2.563285 1.932577 0.000 0.002 -0.004
H -1.611774 2.346108 2.887453 -0.001 0.000 0.002
H -2.449507 0.935038 2.244402 -0.001 0.001 0.000
H -1.875813 4.101326 0.229015 -0.003 0.001 0.003
H -0.270236 3.651509 -0.351178 -0.003 -0.001 -0.001
H -0.526662 3.999641 1.354163 0.002 0.002 -0.001
H -0.181225 0.299921 1.403087 -0.008 0.010 -0.002
H 0.572697 1.814671 1.859911 0.001 0.000 -0.002
H 0.679457 1.276591 0.180097 0.000 0.004 0.000
Se -1.734279 -1.170302 4.960360 0.001 -0.015 0.010
C -1.430899 -1.665625 3.350135 0.036 0.056 -0.018
N -1.231594 -2.011042 2.224478 -0.084 -0.051 0.060
C -0.217106 -3.269867 -3.208417 0.012 -0.003 -0.016
S 1.055462 -2.298092 -2.429843 0.033 -0.018 0.028
C 2.206537 -3.596880 -2.024064 0.001 -0.004 -0.003
O 0.499735 -1.826765 -1.073685 -0.058 0.008 0.002
H -0.514012 -4.096613 -2.565558 0.005 0.007 0.003
H 0.209959 -3.637187 -4.143177 -0.015 -0.007 -0.003
H -1.055331 -2.612035 -3.427408 0.002 0.006 0.002
H 2.600589 -3.994588 -2.959746 0.002 0.001 -0.001
H 1.700310 -4.375352 -1.455162 0.000 0.003 -0.003
H 3.016176 -3.149302 -1.450699 0.002 0.000 -0.001


114
Properties=species:S:1:pos:R:3:forces:R:3 method="wB97M-V/def2-TZVPD" orbital_gap_ev=5.91 homo_ev=-12.0973 total_charge=+2
C 0.891447 -4.099161 3.593674 -0.105 0.557 -0.265
C 1.308408 -2.749749 2.850130 0.325 -0.260 1.164
C 0.279245 -1.607288 3.176775 -0.086 -0.184 0.266
Cl 0.628386 -1.139576 4.939860 -0.185 -0.361 -0.488
N 0.360965 -0.395552 2.383403 -0.665 -0.795 -1.091
C 1.657446 0.009508 1.864519 1.889 1.322 -0.426
N 2.130034 -0.670111 0.645563 -0.711 -0.223 0.827
C -0.808327 0.080955 1.729389 -0.862 1.104 0.327
N -1.486441 1.230984 2.327154 1.044 -0.736 0.072
C -1.799122 0.945890 3.774881 -0.438 0.546 0.701
C -3.093239 1.718900 4.257108 -0.557 -1.599 0.553
C -3.969068 0.728284 5.163030 -0.220 1.050 0.081
I -2.605553 3.421223 5.548740 0.019 -0.315 -0.793
C -0.586040 2.404251 2.381625 -0.204 1.301 0.277
P -0.212038 3.149373 0.720813 2.626 -0.423 -2.312
O -0.181102 2.165735 -0.424882 -0.542 1.027 2.179
O 1.334825 3.797335 0.840697 -3.184 -0.173 0.293
O -1.214684 4.452126 0.342091 1.220 -1.420 1.589
N -1.362112 -0.385118 0.636579 0.948 0.083 1.512
C -0.748130 -1.520736 -0.089680 0.347 -0.604 -1.843
C -1.725738 -2.517574 -0.805615 -0.074 -0.609 0.267
C -2.468474 -3.570097 0.105627 0.177 -0.387 -0.777
C -1.705805 -3.992635 1.400789 -1.194 -0.497 -0.892
N -2.095881 -5.439578 1.737552 0.658 1.129 1.072
C -3.191422 -5.289846 2.698863 -0.718 -0.513 0.579
N -2.976678 -5.148695 3.955282 -0.239 -0.340 -1.761
N -4.527886 -5.265651 2.085130 1.515 0.366 0.544
C -2.553606 0.275468 0.069614 -1.141 0.430 -0.949
C -3.954330 -0.155343 0.664683 -1.138 0.049 -1.240
C -4.893699 -0.927134 -0.372893 -0.348 0.594 0.307
Br -3.897154 -1.206852 2.333676 0.044 0.279 -0.406
H 1.527655 -4.287113 4.489832 -0.430 0.028 -0.856
H -0.166452 -4.041528 3.965803 0.826 -0.348 -0.503
H 1.028832 -4.960719 2.867463 0.216 1.420 1.593
H 2.274964 -2.445347 3.332087 -0.776 -0.125 -0.717
H 1.535581 -2.886646 1.769243 -0.495 0.260 0.686
H -0.789331 -1.947248 3.196409 1.052 0.147 -0.125
H 2.436867 -0.148500 2.657337 -0.963 0.013 -0.469
H 1.686744 1.118404 1.665125 -0.429 -0.940 0.456
H 3.145273 -0.604358 0.628172 -0.220 0.084 -0.444
H 1.708078 -0.223817 -0.165468 0.620 0.059 -0.001
H -1.958100 -0.140486 3.960080 0.148 0.901 -0.404
H -0.939467 1.282662 4.401698 -0.537 -0.514 -0.372
H -3.751664 2.031480 3.412536 0.876 0.153 0.603
H -4.391355 1.315309 6.017370 0.347 -0.738 -0.676
H -4.841069 0.360951 4.575727 0.778 0.047 0.416
H -3.363784 -0.112760 5.570683 -0.445 0.592 -0.291
H -1.126563 3.187813 2.984017 0.442 -0.623 -0.543
H 0.367221 2.214036 2.951038 -0.669 0.130 -0.725
H 1.285724 4.732766 1.104872 0.325 -0.091 0.032
H -2.092395 4.046739 0.101879 0.376 0.020 2.868
H -0.010586 -2.089369 0.525505 -0.818 0.879 -0.178
H -0.125321 -1.056321 -0.904660 -0.666 -0.282 0.724
H -2.501951 -2.039191 -1.447551 0.790 -0.082 0.521
H -1.089582 -3.111071 -1.517416 -0.340 0.732 0.658
H -2.577009 -4.502706 -0.512472 0.068 0.840 0.551
H -3.522234 -3.242816 0.291368 1.074 -0.233 0.251
H -0.591013 -3.973031 1.257006 -0.974 0.329 0.147
H -2.076804 -3.377214 2.252207 1.042 -0.059 -0.552
H -1.289922 -5.764782 2.293854 -1.695 0.338 0.682
H -3.909967 -5.034613 4.371294 0.542 -0.054 0.358
H -5.117222 -5.813951 2.712861 -0.145 0.217 -0.291
H -4.811419 -4.281873 2.163494 -0.334 -0.421 -0.212
H -2.502502 1.389374 0.122130 0.384 -1.228 0.300
H -2.585879 0.061412 -1.030297 0.278 -0.055 1.055
H -4.520014 0.781344 0.903082 0.790 -0.830 0.190
H -5.833971 -0.327146 -0.502718 0.982 -0.584 0.215
H -5.243093 -1.909020 0.035587 0.485 0.799 -0.594
H -4.439066 -1.010362 -1.386296 -0.117 -0.174 0.802
C -8.577423 -0.912271 -1.093550 -0.205 -0.102 0.300
O -7.829924 -0.621792 0.090081 -0.027 -0.041 0.133
H -7.932618 -0.772514 -1.955150 0.041 -0.027 0.113
H -8.924275 -1.948533 -1.068461 -0.063 0.045 -0.146
H -9.430901 -0.235388 -1.168586 -0.001 -0.084 -0.164
H -8.417549 -0.750989 0.839194 -0.004 0.087 0.036
O -7.936220 -0.390048 -4.175855 0.035 2.654 0.339
H -7.177482 -0.137803 -4.725698 0.010 -0.770 -0.235
Na 0.412544 -6.168279 1.688888 0.280 -1.086 -1.039
C 5.012554 1.806086 -0.024132 -0.055 -0.022 -0.059
C 4.759605 2.765473 -0.999462 0.097 -0.096 -0.053
C 5.562803 2.831276 -2.133184 -0.115 -0.037 -0.039
C 6.610219 1.930120 -2.292723 -0.080 -0.011 0.138
C 6.858578 0.970662 -1.319586 0.070 0.003 -0.073
C 6.063388 0.911112 -0.183176 -0.109 -0.021 0.026
H 4.388771 1.755547 0.863323 0.038 0.073 0.025
H 3.936348 3.461293 -0.875098 0.006 -0.039 0.014
H 5.373868 3.581512 -2.892236 0.093 0.021 0.051
H 7.233074 1.976294 -3.177795 -0.016 0.030 0.040
H 7.673392 0.268445 -1.447153 -0.050 0.016 0.006
H 6.261553 0.165338 0.578278 0.035 0.026 -0.021
C 6.379138 -1.979695 -5.719950 0.228 -0.406 0.351
C 5.741549 -1.466897 -4.456194 0.132 -0.231 0.215
O 5.941239 -2.003717 -3.384571 -0.096 0.090 -0.081
C 4.844654 -0.263156 -4.566264 -0.167 0.030 0.449
H 6.993476 -2.849066 -5.483655 -0.100 0.025 0.041
H 5.607108 -2.277937 -6.431386 0.070 0.216 -0.139
H 7.011894 -1.211637 -6.156990 -0.222 -0.007 -0.174
H 4.002379 -0.485921 -5.224584 0.124 0.127 -0.189
H 5.407917 0.586192 -4.951171 -0.125 -0.061 -0.220
H 4.459140 -0.010164 -3.577133 0.057 -0.042 -0.030
C 5.090442 6.694503 -3.424040 0.314 -0.065 -0.243
O 5.826790 5.760523 -3.703325 -0.220 0.072 0.071
N 4.176449 6.633085 -2.413163 -0.287 -0.208 0.297
N 5.118982 7.876114 -4.095929 0.069 0.112 -0.186
H 3.567148 7.391373 -2.172621 0.044 0.019 -0.009
H 4.125710 5.777568 -1.891526 0.064 0.061 -0.002
H 5.779422 7.961778 -4.847363 -0.021 0.015 0.042
H 4.522204 8.651224 -3.878118 0.032 0.008 -0.005
Br -8.236080 1.478189 -3.694622 -0.004 -1.763 -0.292
Al -2.427369 4.195058 -1.551485 -2.287 0.372 -3.521
O 6.538851 0.715403 -7.160028 0.041 0.351 -0.070
H 5.960035 1.302986 -7.657495 -0.004 -0.043 -0.041
H 7.329940 1.244073 -7.005626 0.023 -0.028 -0.051
Br -5.044750 4.304943 -0.727733 1.761 -0.272 -0.128